15
Properties=species:S:1:pos:R:3:forces:R:3:lowdin_charge:R:1 method="wB97M-V/def2-TZVPD" homo_lumo_gap_ev=9.057 relative_energy_kj_mol=430.0 smiles="S=CNNC1CC1" lumo_energy_ev=0.785 e_homo_ev=-8.27
S -4.1173 0.3562 0.1030 2.3 -1.0 -0.2 0.4794
C -2.6412 -0.5155 0.0697 -4.2 -0.7 1.3 -0.7149
N -1.5049 -0.2064 -0.4272 2.9 2.0 -0.3 -0.0862
N -0.2901 -0.8837 -0.1029 0.0 -0.2 -0.7 -0.0044
C 0.6668 -0.0046 0.5417 1.5 -2.7 5.1 -0.3529
C 2.1483 -0.1864 0.0840 -1.3 -0.6 -1.3 -0.0912
C 1.3524 1.0184 -0.2231 -3.4 1.6 -3.4 -0.1752
H -2.5547 -1.5101 0.4709 -0.6 -0.6 0.3 0.0646
H -1.3192 0.7697 -0.4909 -0.3 1.1 -0.8 0.1066
H 0.0789 -1.0965 -1.0281 0.2 -0.4 0.2 0.1190
H 0.6666 -0.1016 1.7417 -0.6 0.7 -2.9 0.1824
H 2.7762 0.2783 0.8347 0.9 -1.6 0.0 0.1024
H 2.4096 -0.9763 -0.6785 0.0 1.1 1.2 0.1262
H 1.7842 1.8826 0.2084 -0.4 1.1 0.2 0.0886
H 0.5443 1.1759 -1.1034 3.0 0.0 1.1 0.1556

=====

81
Properties=species:S:1:pos:R:3:forces:R:3:lowdin_spin:R:1 method="wB97M-V/def2-TZVPD" homo_lumo_gap_ev="8.588 / 5.979" multiplicity=3 s_squared=2.03 relative_energy_kj_mol=256.8 charge=+1 lumo_energy_ev="-1.924 / -4.651" e_homo_ev="-10.51 / -10.63"
Pd -0.8862 -0.7926 -0.0039 -1.0 2.2 -0.2 0.9747
C 3.6613 1.8317 -0.5877 0.0 -0.4 -0.4 0.0001
C 3.3299 0.9326 0.5904 -0.5 0.0 0.3 0.0011
S 1.5660 0.5678 0.9877 0.2 0.7 0.1 0.0056
C 0.7721 2.2145 0.8959 0.3 -0.7 0.1 0.0023
C 0.1657 2.5953 -0.4534 -0.1 -0.3 -0.1 0.0065
S -0.5267 1.2775 -1.5200 0.5 -0.3 0.1 0.1028
C 0.9692 0.4731 -2.2327 -0.4 0.0 0.2 0.0085
C 2.0049 1.3976 -2.8574 0.4 -0.1 0.3 0.0032
S 3.6783 1.0309 -2.2328 -0.1 0.3 0.0 0.0009
H 4.6894 2.1733 -0.4600 0.0 0.1 0.0 0.0000
H 3.0228 2.7104 -0.6296 0.0 0.1 0.0 0.0001
H 3.7422 1.3759 1.4984 0.1 0.0 0.0 0.0003
H 3.7687 -0.0557 0.4563 0.1 0.0 0.0 0.0000
H 1.4949 2.9637 1.2167 -0.1 0.1 0.0 -0.0001
H -0.0242 2.1422 1.6372 0.2 0.2 0.0 0.0008
H 0.8790 3.1260 -1.0787 -0.1 0.1 0.0 0.0025
H -0.6910 3.2463 -0.2828 0.0 0.1 -0.1 0.0002
H 0.5478 -0.1870 -2.9929 0.0 0.1 0.1 0.0007
H 1.4296 -0.1310 -1.4390 -0.2 0.3 -0.4 0.0019
H 1.8047 2.4543 -2.6837 0.0 0.0 -0.2 0.0004
H 2.0727 1.2346 -3.9317 -0.1 0.1 0.0 0.0000
N -0.4657 -8.6339 1.8277 0.0 -0.3 0.1 0.0046
C -0.1799 -7.3084 1.7588 0.0 0.4 0.0 0.0046
C 0.7668 -6.8250 0.8408 0.0 0.1 0.0 -0.0007
C 0.9818 -5.4732 0.6995 0.1 0.0 0.0 0.0052
C 0.2757 -4.5798 1.4916 0.0 0.7 -0.1 0.0041
C -0.6420 -5.0377 2.4215 0.0 0.1 0.2 0.0041
C -0.8681 -6.3873 2.5634 0.1 0.0 0.0 0.0002
S 0.2425 -2.8802 1.0446 0.9 -1.1 1.1 0.0119
O 1.5013 -2.3400 0.6054 0.4 -0.9 0.2 0.0034
O -0.4214 -2.1108 2.0962 0.3 -0.6 -0.2 0.0617
N -0.8029 -2.9147 -0.1892 -0.9 0.6 1.2 0.2046
C -0.4229 -2.6210 -1.4185 1.9 -0.7 -1.7 0.0019
S 1.2066 -2.9946 -2.0492 -0.5 0.3 -0.6 0.0560
C 0.6109 -2.6348 -3.6222 0.2 -0.3 0.5 0.1459
C -0.6955 -2.2408 -3.5749 0.1 0.1 -0.1 0.0114
N -1.2623 -2.2276 -2.3555 -0.9 -0.2 0.0 0.1305
H 0.1603 -9.2920 1.3980 0.0 0.0 0.0 0.0001
H -1.0177 -8.9774 2.5955 0.1 0.0 -0.1 0.0001
H 1.3071 -7.5236 0.2227 0.1 -0.1 -0.1 -0.0001
H 1.6861 -5.0868 -0.0210 0.1 -0.1 -0.1 0.0007
H -1.1692 -4.3063 3.0130 -0.1 -0.1 0.1 0.0002
H -1.5942 -6.7417 3.2805 -0.1 0.0 0.1 -0.0001
H 1.2422 -2.7384 -4.4801 0.1 0.0 -0.3 0.0066
H -1.2883 -1.9538 -4.4254 0.0 0.1 -0.2 -0.0017
S -2.1170 0.7558 1.4553 0.1 -0.3 0.0 0.1799
Sb -2.6053 -0.8463 3.0459 -0.8 -0.1 0.6 0.0206
C -3.3397 -2.5791 2.0264 0.3 0.6 0.3 0.0025
C -3.6718 -3.7092 2.7562 -0.1 -0.1 0.1 0.0002
C -4.0082 -4.8769 2.0949 -0.1 0.0 0.1 0.0008
C -4.0387 -4.8989 0.7095 0.0 0.0 -0.1 0.0006
C -3.7819 -3.7452 -0.0152 -0.1 0.0 0.1 0.0005
C -3.4248 -2.5772 0.6441 -0.2 0.4 -0.3 0.0068
C -4.3893 -0.0560 3.9191 0.6 -0.3 -0.2 0.0105
C -5.4562 0.1830 3.0674 0.0 0.0 -0.3 0.0029
C -6.6208 0.7441 3.5618 0.0 0.0 -0.1 0.0001
C -6.7193 1.0574 4.9085 0.0 0.0 0.0 0.0011
C -5.6601 0.7897 5.7611 -0.1 0.1 0.1 0.0004
C -4.4906 0.2340 5.2669 0.2 0.0 0.2 0.0016
C -1.2722 -1.1427 4.7327 -0.5 0.1 -0.8 -0.0009
C -1.2414 -2.3485 5.4114 -0.1 -0.2 -0.1 -0.0001
C -0.4045 -2.4952 6.5065 0.0 -0.1 0.0 -0.0001
C 0.3963 -1.4434 6.9182 0.0 0.0 -0.1 0.0000
C 0.3579 -0.2391 6.2359 0.0 0.0 0.0 0.0000
C -0.4784 -0.0846 5.1415 -0.1 0.2 -0.2 0.0000
H -3.6682 -3.6837 3.8378 0.0 -0.1 0.1 0.0000
H -4.2430 -5.7665 2.6632 0.0 0.0 0.0 0.0000
H -4.2669 -5.8189 0.1922 -0.1 -0.1 0.0 0.0000
H -3.8401 -3.7479 -1.0953 0.0 0.0 0.0 0.0002
H -3.2176 -1.6704 0.0482 -0.2 -0.5 0.4 0.0042
H -5.3626 -0.0616 2.0134 -0.1 0.1 0.0 0.0002
H -7.4441 0.9410 2.8909 -0.1 0.0 0.0 0.0000
H -7.6213 1.5165 5.2870 0.0 0.0 0.1 0.0001
H -5.7437 1.0235 6.8119 0.0 0.0 0.1 0.0000
H -3.6606 0.0304 5.9311 0.0 0.0 0.1 0.0001
H -1.8603 -3.1764 5.0932 0.0 -0.1 0.0 0.0000
H -0.3818 -3.4347 7.0383 0.0 -0.1 0.0 0.0000
H 1.0531 -1.5675 7.7651 0.0 0.0 0.1 0.0000
H 0.9797 0.5819 6.5573 0.1 0.1 0.0 0.0000
H -0.5102 0.8562 4.6057 0.1 0.0 0.0 0.0002

=====

5
Properties=species:S:1:pos:R:3:forces:R:3:lowdin_charge:R:1 method="wB97M-V/def2-TZVPD" homo_lumo_gap_ev=9.182 relative_energy_kj_mol=100.8 smiles="OC=S" lumo_energy_ev=0.227 e_homo_ev=-8.96
O 0.6656 0.0663 -0.6709 -7.9 0.2 -3.9 0.0419
C -0.3169 -0.0763 0.1787 -1.5 0.9 0.5 -0.7232
S -1.9656 0.1355 -0.1084 2.9 -0.6 0.2 0.6000
H 1.5205 0.0824 -0.5572 6.9 -0.2 2.3 0.0273
H 0.0964 -0.2079 1.1577 -0.4 -0.4 1.0 0.0541

=====

10
Properties=species:S:1:pos:R:3:forces:R:3:lowdin_charge:R:1 method="wB97M-V/def2-TZVPD" homo_lumo_gap_ev=9.440 relative_energy_kj_mol=411.5 smiles="[H]/N=C/NOC=S" lumo_energy_ev=0.202 e_homo_ev=-9.24
H -0.7650 2.4194 -2.0332 1.1 -2.4 2.1 0.1024
N -0.4266 1.8408 -1.1502 -0.5 2.4 -1.9 0.0676
C -0.0463 0.6347 -1.2005 -2.7 0.1 -3.6 -0.3478
N 0.4572 0.1203 -0.0961 2.8 2.1 3.3 -0.0639
O 0.0518 -1.1107 0.2268 -1.7 -2.0 -1.5 -0.1127
C 0.0373 -1.5235 1.4615 2.5 3.4 1.1 -0.6517
S 0.7781 -0.6485 2.6331 -0.7 -0.7 0.3 0.6893
H -0.2140 -0.1189 -2.0414 0.4 1.0 0.9 0.1499
H 0.5340 0.8324 0.6938 -0.3 -1.6 -0.9 0.1163
H -0.4065 -2.4460 1.5063 -1.0 -2.2 0.3 0.0506

=====

10
Properties=species:S:1:pos:R:3:forces:R:3:lowdin_charge:R:1 method="wB97M-V/def2-TZVPD" homo_lumo_gap_ev=9.982 relative_energy_kj_mol=301.3 lumo_energy_ev=0.737 e_homo_ev=-9.24
N -0.7676 1.7880 -0.9765 1.0 -0.8 0.9 0.1580
C -0.2958 0.7626 -0.3971 0.4 -0.6 0.5 -0.4028
O -0.8691 -0.4165 -0.5536 -0.3 -0.2 -0.2 -0.0140
C -0.2095 -1.4465 0.1878 0.2 -0.3 0.2 -0.1949
C 0.9924 -0.8956 0.9362 -0.4 1.4 -0.6 -0.0125
N 0.9187 0.3668 0.5875 -2.6 1.1 -2.2 0.0630
H -0.3212 2.6904 -0.8544 0.3 -0.3 0.3 0.0494
H 1.4012 1.2301 0.7168 1.3 -0.2 1.1 0.1115
H 0.0952 -2.2147 -0.5294 0.0 0.0 0.2 0.1210
H -0.9443 -1.8645 0.8828 0.2 -0.1 0.0 0.1213

=====

32
Properties=species:S:1:pos:R:3:forces:R:3:lowdin_charge:R:1 method="wB97M-V/def2-TZVPD" homo_lumo_gap_ev=6.498 relative_energy_kj_mol=140.2 charge=+1 lumo_energy_ev=-4.902 e_homo_ev=-11.40
C -0.2539 -1.1359 -0.4543 -0.8 3.4 -0.5 -0.2051
C -3.2454 1.0108 -0.1458 2.9 -0.5 0.7 -0.1240
C -3.4987 -0.2773 0.6148 0.4 0.2 0.5 -0.1678
C 1.8542 0.6216 1.5657 0.8 -1.6 0.0 -0.2100
C 1.9762 1.3730 0.2750 -2.9 -0.4 0.1 -0.1985
C -1.7718 0.7536 -0.6729 -1.3 0.9 -0.4 -0.1410
C -2.7153 -1.3923 -0.0233 0.2 0.4 -1.2 -0.1558
C 3.0906 -0.3130 1.6024 1.6 1.0 1.6 -0.3947
C 2.6545 0.5007 -0.7061 0.0 -0.2 0.8 -0.5352
C 2.6068 0.8682 -2.0918 0.2 -1.3 -2.5 -0.0653
N -1.5059 -0.6379 -0.3920 1.0 -1.1 -0.3 -0.1509
N -0.1565 -2.4030 -0.3150 0.9 -6.0 2.1 0.0426
S 3.3860 -0.8490 -0.0766 -0.3 0.6 -0.5 1.1621
H -3.9791 1.2180 -0.8504 -1.1 -0.4 -2.1 0.0842
H -3.3662 1.9077 0.4393 0.6 0.2 0.8 0.1070
H -3.0097 -0.3047 1.6066 -1.1 0.8 0.0 0.1338
H -4.5452 -0.3453 0.5519 -1.4 -1.0 1.0 0.1015
H 1.8001 1.2283 2.4595 -0.1 0.1 0.1 0.1291
H 1.0020 -0.0372 1.4448 -0.3 -0.1 0.4 0.0845
H 0.9306 1.7100 -0.0917 1.6 -0.9 0.1 0.1518
H 2.3805 2.2939 0.5501 1.7 1.7 -0.5 0.1252
H -1.6408 0.9720 -1.7314 -0.3 -0.1 -0.2 0.1140
H -1.0687 1.4002 -0.1822 0.4 0.2 0.6 0.0789
H -2.4447 -2.1218 0.7055 0.1 -0.6 0.7 0.0905
H -3.1697 -1.9657 -0.8490 0.0 0.6 -0.1 0.1358
H 4.0980 0.1134 1.9440 -1.4 0.2 -0.6 0.1177
H 3.0253 -1.1002 2.3292 -0.6 -0.9 -0.1 0.0819
H 2.5176 1.9298 -2.1221 -0.4 0.8 -0.4 0.0905
H 1.6917 0.3609 -2.5629 1.0 0.8 0.7 0.1464
H 3.4952 0.5824 -2.7274 -0.9 0.0 0.9 0.1230
H 0.7829 -2.8698 -0.1234 -1.8 1.3 -0.7 0.1126
H -0.9206 -3.0914 0.0295 1.2 1.7 -1.0 0.1355

=====

15
Properties=species:S:1:pos:R:3:forces:R:3:lowdin_charge:R:1 method="wB97M-V/def2-TZVPD" homo_lumo_gap_ev=8.862 relative_energy_kj_mol=84.7 smiles="CNC(C)=S.O=C=O" lumo_energy_ev=0.532 e_homo_ev=-8.33
C 1.6387 0.8570 -0.8780 1.8 -0.2 1.3 -0.0957
N 0.5107 0.0202 -1.0573 -0.6 0.0 -1.1 -0.0722
C -0.1090 -0.8754 -0.2622 0.1 0.6 -0.4 -0.8557
C 0.3871 -1.1409 1.1186 -1.9 5.9 -0.5 -0.0891
S -1.5042 -1.5707 -0.7558 -0.5 -0.7 -0.5 0.7033
H 2.1264 0.7303 0.0709 -0.2 -0.4 0.9 0.0721
H 1.3734 1.8916 -0.8457 -0.2 0.8 -0.6 0.0829
H 2.5001 0.6405 -1.5226 -0.6 0.2 -0.6 0.0949
H 0.0462 0.2690 -1.9382 -0.2 -0.8 0.7 0.1332
H -0.4042 -1.4835 1.6762 -1.7 -1.1 1.2 0.0381
H 0.6180 -0.1210 1.5847 0.1 -1.3 -0.5 0.1158
H 1.1594 -1.7368 1.1856 4.2 -3.1 0.2 0.0284
O -3.5482 0.6615 -0.2984 -0.5 -0.4 -0.1 0.1640
C -2.7780 0.7733 0.5534 -0.1 1.1 -0.4 -0.5021
O -2.0166 1.0850 1.3689 0.3 -0.5 0.5 0.1823

=====

15
Properties=species:S:1:pos:R:3:forces:R:3:lowdin_charge:R:1 method="wB97M-V/def2-TZVPD" homo_lumo_gap_ev=7.403 relative_energy_kj_mol=67.7 charge=-1 lumo_energy_ev=3.406 e_homo_ev=-4.00
C -0.6923 1.2794 -0.0839 1.4 -1.0 -0.1 -0.1499
C -1.5575 0.1780 0.3375 -0.7 -0.7 0.6 -0.7288
C -1.0002 -1.0394 0.4282 -2.9 -0.4 0.6 -0.5589
O 1.8914 -4.7972 1.7491 0.6 0.1 -0.1 -0.4566
O 2.1067 -2.3311 1.4791 -0.7 1.2 -0.7 -0.3457
O 1.3836 -3.7613 -0.4336 -0.7 2.4 0.5 -0.3174
O 0.1531 -1.2913 0.1085 2.6 -1.4 -0.5 -0.1296
F -1.8022 -2.1447 0.8640 0.7 1.2 -0.5 -0.0386
S 1.1893 -3.6674 1.1806 -0.4 0.1 0.8 0.8001
Cl -3.2224 0.5510 0.7104 0.0 -0.1 0.1 0.5662
H -0.5350 1.9774 0.7352 0.3 0.4 -0.1 0.0658
H 0.2653 0.7453 -0.4122 -1.1 1.4 0.5 0.1008
H -1.1541 1.7434 -0.9161 -0.2 1.0 -1.0 0.0442
H 0.9758 -2.8046 -0.5413 0.4 -1.7 -0.9 0.0590
H 1.5636 -1.5029 1.1082 0.8 -2.3 0.8 0.0896

=====

14
Properties=species:S:1:pos:R:3:forces:R:3:lowdin_charge:R:1 method="wB97M-V/def2-TZVPD" homo_lumo_gap_ev=8.864 relative_energy_kj_mol=371.6 lumo_energy_ev=-0.246 e_homo_ev=-9.11
C -0.4749 1.9348 0.1669 -0.9 -3.3 0.1 -0.1530
C -1.7584 1.5674 0.1519 -0.6 2.2 -0.2 -0.1783
C 0.0822 -0.2848 0.0389 -2.5 1.8 -0.1 -0.6343
C 2.5571 -1.6113 -0.1123 -0.8 -0.4 -1.4 -0.3060
N 0.4865 0.9083 0.0849 0.9 -2.2 -0.1 -0.0127
O -2.8625 -0.6979 1.0662 -0.2 0.1 -0.2 -0.3205
O -2.6048 -0.3131 -1.4126 -0.5 -0.4 -0.4 -0.3174
S 0.6993 -1.8177 0.0135 0.5 -1.2 -1.0 0.9267
S -2.1775 -0.1403 -0.0620 3.9 0.8 0.6 0.7044
H 0.0958 2.7811 0.3232 -0.3 2.5 0.1 0.0912
H -2.5380 2.3326 0.0685 0.1 -0.6 0.3 0.1015
H 3.1276 -2.0144 -1.0423 -1.5 0.3 1.7 0.0872
H 2.7216 -2.1011 0.8256 1.4 0.0 0.3 0.0033
H 2.6459 -0.5437 -0.1103 0.5 0.5 0.4 0.0077

=====

86
Properties=species:S:1:pos:R:3:forces:R:3:lowdin_charge:R:1 method="wB97M-V/def2-TZVPD" homo_lumo_gap_ev=6.519 lumo_energy_ev=-0.057 e_homo_ev=-6.58
K -0.0743 -2.4747 0.0473 -0.8 0.5 -0.5 0.6052
C 3.6368 -4.6821 1.5060 -0.1 -0.1 0.2 -0.0111
O 2.6138 -4.6945 2.5219 0.1 0.2 0.0 -0.0172
C 1.7032 -3.7175 2.4127 0.2 -0.6 0.3 -0.5859
O 1.6813 -2.8903 1.5329 0.8 0.0 0.4 -0.0773
N 0.8072 -3.8091 3.4300 -0.2 0.1 0.1 0.0097
N -0.3656 -3.0589 3.3397 0.0 -0.1 0.0 0.0550
H 4.4092 -5.3510 1.8721 0.0 0.0 0.0 0.0960
H 4.0276 -3.6754 1.3809 0.0 0.0 0.0 0.0944
H 3.2195 -5.0490 0.5707 0.1 0.0 0.0 0.0842
H 0.9184 -4.5530 4.1053 -0.1 0.1 -0.1 0.1552
H -0.4392 -2.3830 4.0912 0.0 -0.1 -0.1 0.0811
H -1.1789 -3.6623 3.3129 0.1 0.1 0.1 0.0989
C 2.3837 4.8815 0.1378 0.2 -0.1 -0.1 -0.4212
S 0.9269 5.2684 1.1164 0.0 0.1 0.1 0.8088
C -0.3923 4.8882 -0.0635 -0.2 0.1 -0.2 -0.4840
C -1.0713 3.5415 0.1445 -0.1 0.1 -0.1 -0.2388
C -0.0889 2.4013 -0.0669 0.0 -0.2 0.0 -0.2687
N -0.6293 1.0564 0.1890 0.1 0.1 -0.1 -0.4758
P -0.6535 0.3557 1.7535 0.0 -0.2 -0.1 0.9835
C -1.4103 1.6098 2.8267 -0.1 0.2 0.1 -0.3832
C -0.7122 2.6546 3.4304 0.0 0.0 0.0 -0.1105
C -1.3843 3.6238 4.1588 -0.1 -0.1 0.0 -0.0751
C -2.7667 3.5587 4.2868 0.0 0.0 0.0 -0.0806
C -3.4727 2.5195 3.6959 0.1 0.0 0.0 -0.0819
C -2.7942 1.5453 2.9768 -0.1 0.1 0.1 -0.1089
C 1.0762 0.3979 2.3569 0.1 -0.1 -0.1 -0.3711
C 2.1730 0.5427 1.5164 0.1 0.0 0.0 -0.0954
C 3.4707 0.3547 1.9808 -0.1 0.0 0.0 -0.0709
C 3.6921 0.0146 3.3040 -0.1 0.0 0.0 -0.0846
C 2.6054 -0.1250 4.1619 0.1 0.0 -0.1 -0.0798
C 1.3174 0.0640 3.6922 0.0 0.0 0.1 -0.1212
P -1.4915 0.1142 -0.9779 0.2 0.0 -0.2 0.9617
C -2.7767 1.2015 -1.6785 -0.1 0.2 0.0 -0.3707
C -4.0452 1.0836 -1.1203 -0.1 0.0 0.1 -0.1020
C -5.0918 1.8969 -1.5400 0.1 0.0 0.0 -0.0794
C -4.8772 2.8265 -2.5445 0.1 0.0 0.0 -0.0815
C -3.6201 2.9368 -3.1327 -0.1 0.0 0.1 -0.0770
C -2.5819 2.1297 -2.7021 0.1 0.0 0.0 -0.1078
C -0.3345 -0.0253 -2.4057 -0.1 0.1 0.1 -0.3883
C 1.0441 0.0420 -2.2528 0.2 0.0 0.1 -0.1135
C 1.9101 -0.2439 -3.3058 -0.1 0.0 0.1 -0.0787
C 1.3939 -0.6186 -4.5340 -0.1 0.0 0.0 -0.0794
C 0.0144 -0.7004 -4.6983 0.0 0.0 -0.1 -0.0718
C -0.8408 -0.4061 -3.6523 0.0 -0.1 0.1 -0.1245
H 3.2587 5.1309 0.7361 0.0 0.0 0.1 0.0307
H 2.4229 5.4735 -0.7763 -0.1 0.0 0.0 0.0375
H 2.4459 3.8249 -0.1212 0.0 0.0 0.0 0.0214
H 0.0298 4.9515 -1.0707 0.0 0.0 0.0 0.0811
H -1.1280 5.6903 0.0059 0.0 0.0 0.1 0.0719
H -1.9060 3.4575 -0.5551 0.0 0.0 0.0 0.0983
H -1.5053 3.4971 1.1427 0.1 0.0 0.0 0.0900
H 0.7756 2.5492 0.5866 -0.1 0.0 0.0 0.0696
H 0.2948 2.4240 -1.0945 -0.1 0.0 0.0 0.1151
H 0.3613 2.7277 3.3042 0.0 0.0 0.0 0.1004
H -0.8320 4.4368 4.6103 0.0 0.0 0.0 0.1065
H -3.2921 4.3186 4.8503 0.0 0.0 0.0 0.1028
H -4.5483 2.4641 3.7957 0.0 0.0 0.0 0.1024
H -3.3492 0.7341 2.5189 0.0 0.0 0.0 0.0950
H 2.0205 0.8094 0.4820 0.0 0.0 -0.1 0.0698
H 4.3051 0.4751 1.3027 0.0 0.0 0.0 0.1057
H 4.6987 -0.1367 3.6688 0.0 0.0 0.0 0.1017
H 2.7683 -0.3741 5.2020 0.0 0.0 0.0 0.1035
H 0.4906 -0.0463 4.3872 -0.1 0.0 -0.1 0.1043
H -4.2214 0.3410 -0.3502 0.0 0.0 0.0 0.0964
H -6.0692 1.7897 -1.0902 0.0 0.0 0.0 0.1024
H -5.6894 3.4565 -2.8820 0.0 0.0 0.0 0.1023
H -3.4536 3.6502 -3.9286 0.0 0.0 0.0 0.1040
H -1.6077 2.2155 -3.1702 0.0 0.0 0.0 0.1086
H 1.4596 0.3185 -1.2940 0.0 0.0 0.0 0.0680
H 2.9800 -0.1820 -3.1566 0.0 0.0 0.0 0.1017
H 2.0533 -0.8572 -5.3572 0.0 0.0 0.0 0.1035
H -0.4020 -1.0235 -5.6436 0.0 0.0 0.0 0.1096
H -1.9064 -0.5262 -3.8002 0.0 0.0 0.0 0.1066
F 2.7871 -6.5503 -4.2499 -0.1 0.1 0.1 0.1049
C 1.7431 -5.8496 -3.7802 0.1 -0.1 -0.1 -0.1501
C 1.5309 -5.7130 -2.4232 0.0 0.1 -0.1 -0.1488
F 2.3765 -6.2853 -1.5474 -0.1 0.1 0.0 0.0965
C 0.4566 -4.9621 -1.9847 0.2 -0.2 0.3 -0.2515
F 0.3242 -4.8623 -0.6292 0.1 -0.3 -0.1 -0.0478
C -0.4671 -4.3258 -2.8082 -0.7 0.4 0.3 -0.5843
S -1.8520 -3.4193 -2.1746 0.5 -0.5 -0.4 0.4679
C -0.2051 -4.4953 -4.1683 0.0 0.0 -0.4 -0.2451
F -1.0086 -3.9395 -5.0895 0.0 0.0 0.2 0.0687
C 0.8644 -5.2299 -4.6519 -0.1 0.0 0.0 -0.1459
F 1.0643 -5.3471 -5.9730 0.0 0.0 0.1 0.1085

=====

| no. | DFT total energy (eV) |
| --- | --- |
| 1 | -18089.28545 |
| 2 | -118374.98835 |
| 3 | -13950.62629 |
| 4 | -17998.39483 |
| 5 | -8200.76219 |
| 6 | -24484.45939 |
| 7 | -20681.85882 |
| 8 | -37458.38272 |
| 9 | -31480.82764 |
| 10 | -116626.84423 |